# 1
Density functional theory data (wB97M-V/def2-TZVPD) for a structure of composition C2H8N5O.

```
! RIJCOSX wB97M-V def2-TZVPD def2/J DEFGRID3
* xyz 1 3
C 1.0028 -0.0587 -0.8389
C -0.8893 -0.1480 1.2197
N 1.5294 0.5964 0.2312
N -0.1779 -0.5383 -0.7172
N -1.9380 0.4315 1.2784
N -0.7264 -1.2413 -1.8078
N 0.7005 0.8493 1.3283
O 1.7863 -0.1406 -1.8902
H -0.5835 -1.0859 1.6259
H 2.4238 1.0601 0.1312
H -0.9449 -2.1896 -1.5106
H -2.2693 1.2927 0.8882
H 1.3458 -0.6533 -2.5926
H -1.6009 -0.7958 -2.0797
H 0.4126 1.8326 1.3962
H 1.1385 0.5584 2.2061
*
```

Calculated values
<S²>	2.011
molecular weight	118.12	g mol⁻¹
HOMO-LUMO gap (alpha / beta)	0.2142 / 0.2475	Eh
energy relative to the best compared isomer or geometry (same formula, charge and spin)	0.653	eV
LUMO level (alpha / beta)	-2.96 / -7.21	eV

---

# 2
Density functional theory data (wB97M-V/def2-TZVPD) for the ion C2H8N6 with charge +2.

```
! RIJCOSX wB97M-V def2-TZVPD def2/J DEFGRID3
* xyz 2 1
N 2.4031 -2.1270 -0.9641
C 1.3881 -1.7741 -0.5278
N 0.3410 -1.3236 0.0310
N -0.4281 -2.2531 0.8161
C -0.2703 -0.0055 -0.0993
N -1.4754 0.2192 0.5822
N 0.5002 0.8469 -0.6299
N 0.1347 2.3180 -0.7874
H 3.2768 -2.3454 -1.3402
H -0.3588 -1.9636 1.7928
H 0.0143 -3.1618 0.7130
H -1.9421 -0.6808 0.8039
H -1.9012 1.1720 0.5748
H 1.1111 2.6900 -0.5254
H -0.6825 2.6813 -0.2316
H -0.0211 2.4951 -1.8098
*
```

Calculated values
molecular weight	116.13	g mol⁻¹
HOMO-LUMO gap	0.3820	Eh
energy relative to the best compared isomer or geometry (same formula, charge and spin)	2.148	eV
SMILES	N=C=[N+](N)/C(N)=N/[NH3+]
LUMO level	-8.28	eV